Record 1
Density functional theory data (the ωB97M-V functional and the def2-TZVPD basis) for C10H11NO in the gas phase.

Each line ends with the Löwdin charge.
Geometry (Å):
C  3.329  -1.502  0.085  -0.13
C  2.216  -0.636  0.651  -0.10
C  0.934  -0.683  0.143  -0.11
C  0.539  -1.708  -0.845  -0.02
C  -0.730  -1.648  -1.259  0.02
C  -1.317  -0.483  -0.620  -0.23
N  -2.537  -0.049  -0.778  0.12
C  -2.884  1.185  0.033  -0.20
C  -1.781  2.261  0.173  -0.12
C  -0.466  1.528  0.628  -0.16
O  -0.701  0.475  1.574  0.06
C  -0.362  0.145  0.299  -0.39
H  3.759  -2.338  0.771  0.09
H  3.202  -1.945  -0.983  0.08
H  4.194  -0.625  0.148  0.12
H  2.497  0.080  1.403  0.10
H  1.310  -2.465  -1.059  0.11
H  -1.208  -2.154  -2.009  0.09
H  -3.217  1.095  1.130  0.13
H  -3.823  1.611  -0.494  0.12
H  -1.471  2.696  -0.781  0.11
H  -1.977  3.020  0.933  0.11
H  0.493  2.139  0.858  0.18

- Energy relative to the best compared isomer or geometry (same formula, charge and spin): 4.385 eV
- SMILES string: C/C=C1\C=CC2=NCC[C@H]3O[C@]213

Record 2
Density functional theory data (the ωB97M-V functional and the def2-TZVPD basis) for C3H7N3 in the gas phase.

Each line ends with the Löwdin charge.
Geometry (Å):
H  -1.417  2.250  -0.583  0.04
N  -0.919  1.657  0.090  0.01
C  0.416  1.522  -0.128  -0.22
C  0.676  0.171  -0.156  -0.37
N  1.847  -0.529  0.189  0.06
C  -0.657  -0.360  -0.373  -0.18
N  -1.110  -1.475  0.259  0.10
H  1.130  2.343  -0.159  0.10
H  2.113  -0.499  1.166  0.07
H  1.911  -1.451  -0.220  0.07
H  -1.141  -0.191  -1.330  0.12
H  -2.025  -1.830  0.027  0.10
H  -0.824  -1.608  1.218  0.10

- Energy relative to the best compared isomer or geometry (same formula, charge and spin): 2.442 eV
- SMILES string: [H]/N=C/C(N)=C/N